<a>
{
  "formula": "C3H3Cl2N",
  "method": "ωB97M-V with the def2-TZVPD basis set",
  "species": ["Cl", "Cl", "N", "C", "C", "C", "H", "H", "H"],
  "xyz": [[-0.9384, -1.2379, 1.6584], [-0.8430, -1.8597, -1.1283], [-1.8398, 2.5667, -0.4056], [1.0372, -0.1983, 0.0521], [-0.1811, -0.9611, 0.2078], [-1.4565, 1.4982, -0.3440], [1.9203, -0.7170, -0.2854], [1.2834, 0.3291, 0.9555], [1.0178, 0.5799, -0.7105]],
  "e_homo_ev": [-9.18, -9.12],
  "total_charge": 0,
  "homo_lumo_gap_ev": [6.3, 6.2]
}

<b>
{
  "formula": "C3H3Cl2N",
  "method": "ωB97M-V with the def2-TZVPD basis set",
  "species": ["Cl", "Cl", "N", "C", "C", "C", "H", "H", "H"],
  "xyz": [[-0.0951, -2.1768, -0.0014], [-0.5832, -0.2053, 2.0544], [-2.2931, 0.5699, -1.0521], [-1.4196, 0.1589, -0.4576], [0.9651, 0.3741, -0.1147], [-0.2369, -0.4393, 0.3139], [1.7077, 0.3056, 0.6179], [0.8260, 1.3884, -0.1738], [1.1291, 0.0245, -1.1866]],
  "e_homo_ev": -11.57,
  "total_charge": 0,
  "smiles": "CC(Cl)(Cl)C#N",
  "homo_lumo_gap_ev": 12.2
}

Name the most stable of them. <b>.

<a>
{
  "formula": "C2H4N3O",
  "method": "ωB97M-V with the def2-TZVPD basis set",
  "species": ["O", "N", "N", "N", "C", "C", "H", "H", "H", "H"],
  "xyz": [[-0.6994, -1.4835, -0.0760], [0.5160, -0.2325, -2.0361], [0.5150, -0.5608, -3.1033], [-0.1111, -0.3915, 0.1502], [0.5272, 0.2868, -0.8446], [-0.4076, 0.2725, 1.3259], [1.1766, 1.1418, -0.6890], [-0.3419, -0.5200, 2.0506], [0.2449, 0.9032, 1.8817], [-1.4197, 0.5839, 1.3407]],
  "e_homo_ev": [-13.96, -16.85],
  "total_charge": 1,
  "multiplicity": 3,
  "homo_lumo_gap_ev": [8.0, 7.9],
  "s2": 2.0158
}

<b>
{
  "formula": "C2H4N3O",
  "method": "ωB97M-V with the def2-TZVPD basis set",
  "species": ["O", "N", "N", "N", "C", "C", "H", "H", "H", "H"],
  "xyz": [[-2.6447, 0.0774, -0.1441], [2.0832, 0.3641, -0.0174], [4.1511, -0.3648, -0.3083], [3.1346, -0.2105, 0.3500], [0.9805, 0.7321, 0.1273], [-3.8058, -0.1806, -0.0909], [-0.0144, 1.0875, 0.0440], [-4.3731, -0.2026, 0.8542], [-4.4012, -0.4210, -0.9876], [4.8898, -0.8816, 0.1727]],
  "e_homo_ev": [-13.22, -13.22],
  "total_charge": 1,
  "multiplicity": 3,
  "homo_lumo_gap_ev": [7.8, 5.0],
  "s2": 2.0341
}

Name the most stable of them. <a>.

<a>
{
  "formula": "H26O17S",
  "method": "ωB97M-V with the def2-TZVPD basis set",
  "species": ["S", "O", "O", "O", "O", "O", "O", "O", "O", "O", "O", "O", "O", "O", "O", "O", "O", "O", "H", "H", "H", "H", "H", "H", "H", "H", "H", "H", "H", "H", "H", "H", "H", "H", "H", "H", "H", "H", "H", "H", "H", "H", "H", "H"],
  "xyz": [[4.7489, 8.6888, 7.6838], [2.5212, 11.3647, 9.8048], [4.2427, 4.7974, 8.1357], [2.7115, 8.8294, 4.4269], [4.4823, 8.3368, 11.4912], [5.5017, 9.9590, 7.6526], [2.6589, 11.1684, 6.3799], [4.7445, 8.0168, 6.3038], [7.4976, 10.2659, 5.8749], [5.4266, 7.7241, 8.6252], [0.9780, 7.0850, 5.2982], [1.8326, 6.9313, 8.2466], [8.2191, 7.3990, 7.6128], [2.0115, 8.9446, 10.8427], [5.1538, 10.7499, 10.1956], [4.2592, 5.4292, 5.4092], [3.3444, 8.9644, 8.0982], [6.9974, 10.9010, 12.4292], [6.4564, 11.2276, 11.7395], [2.7109, 9.7945, 4.4780], [2.5290, 6.2657, 8.3382], [3.4515, 5.9900, 5.3387], [6.7859, 9.9745, 12.5491], [3.5747, 11.2905, 6.5735], [4.2306, 4.8437, 7.1756], [1.5691, 7.8358, 5.1037], [6.9519, 9.4941, 5.9736], [2.5640, 11.4952, 10.8022], [3.4738, 8.4892, 5.0123], [7.0162, 10.9505, 6.3980], [1.6216, 8.2106, 10.3489], [5.5655, 10.4186, 9.3838], [4.8358, 7.9564, 10.6481], [3.5849, 8.5193, 11.1551], [3.4045, 10.9431, 9.5666], [1.1810, 6.9573, 6.2313], [4.7581, 5.5692, 8.3069], [7.4996, 7.3661, 8.1846], [2.4062, 10.4128, 7.0316], [4.8658, 6.1527, 5.3597], [7.7728, 7.7700, 6.8758], [4.9321, 9.9392, 10.6403], [2.4152, 7.7681, 8.1556], [2.1851, 9.7291, 10.2700]],
  "e_homo_ev": -4.15,
  "total_charge": -2,
  "homo_lumo_gap_ev": 9.3
}

<b>
{
  "formula": "H26O17S",
  "method": "ωB97M-V with the def2-TZVPD basis set",
  "species": ["S", "O", "O", "O", "O", "O", "O", "O", "O", "O", "O", "O", "O", "O", "O", "O", "O", "O", "H", "H", "H", "H", "H", "H", "H", "H", "H", "H", "H", "H", "H", "H", "H", "H", "H", "H", "H", "H", "H", "H", "H", "H", "H", "H"],
  "xyz": [[0.2369, 0.2791, 0.0323], [2.7789, -2.1669, 0.6623], [1.8949, 1.3841, 3.1633], [-0.1771, -0.5539, -3.3427], [-2.5571, -2.3439, 1.4963], [0.6399, 4.1021, -0.1887], [-0.7611, -2.9589, -1.1047], [3.6389, 1.0091, 0.4453], [-0.0711, 2.2291, -2.8267], [-3.0451, -0.4579, -1.4567], [-0.1121, -1.6089, 2.8583], [-0.0911, 1.5911, -0.5487], [1.5349, -0.1079, -0.3047], [-1.6071, 1.1261, 3.2953], [-0.8181, -0.6339, -0.3487], [0.1979, 0.4631, 1.4093], [-2.6011, 2.3631, -0.5437], [2.0849, -1.7229, -2.3647], [1.7859, 2.3091, 3.1803], [2.0919, -2.5749, -1.9397], [-2.1711, -1.9969, 0.6893], [-0.9451, -1.9509, 2.6033], [-1.6301, -3.0419, -1.5527], [-0.7581, -0.8139, -2.7187], [2.5829, -2.3779, 1.6043], [-1.3021, 1.0741, 4.1103], [-0.6571, -1.9909, -0.7697], [-2.3131, -0.7359, -0.9997], [-2.8271, 1.5031, -1.0367], [0.0749, 1.4091, -3.1417], [3.5059, 1.7111, -0.1627], [-2.3931, -3.4029, 1.5493], [-0.9611, 0.8551, 2.5923], [-0.0441, 4.7071, 0.0433], [0.0549, -0.7369, 2.3993], [-1.5931, 2.2401, -0.4427], [2.7729, 0.5461, 0.1093], [1.4999, 0.8571, 2.3253], [2.0619, -1.0999, -1.6787], [-0.2131, 1.8291, -2.0327], [0.5989, -0.9949, -3.0647], [2.4889, -1.2969, 0.3863], [0.3279, 3.2531, -0.4367], [-3.2051, -1.2719, -1.9457]],
  "e_homo_ev": -4.11,
  "total_charge": -2,
  "homo_lumo_gap_ev": 9.0
}

Name the most stable of them. <a>.

<a>
{
  "formula": "C3H2IN2",
  "method": "ωB97M-V with the def2-TZVPD basis set",
  "species": ["I", "N", "N", "C", "C", "C", "H", "H"],
  "xyz": [[-2.1947, -1.0977, 0.4751], [0.6899, 1.5728, -0.4767], [0.1053, -0.5181, -1.4082], [-0.0833, -0.6826, 0.0261], [0.4882, 0.6455, -1.3192], [0.2648, 0.6244, 0.6455], [0.4588, -1.5586, 0.4069], [0.2709, 1.0144, 1.6504]],
  "e_homo_ev": -15.07,
  "total_charge": 1,
  "homo_lumo_gap_ev": 7.5
}

<b>
{
  "formula": "C3H2IN2",
  "method": "ωB97M-V with the def2-TZVPD basis set",
  "species": ["I", "N", "N", "C", "C", "C", "H", "H"],
  "xyz": [[2.5431, -0.2065, -1.1513], [1.2552, -1.7668, 0.6622], [0.3309, -0.0674, 1.9955], [0.7566, -0.6510, -0.1984], [0.1984, 0.3518, 0.7670], [0.9392, -1.2287, 1.7386], [-0.6001, 1.1945, 0.4904], [-0.3147, -0.9348, -0.9904]],
  "e_homo_ev": [-14.82, -14.82],
  "total_charge": 1,
  "homo_lumo_gap_ev": [6.3, 6.3]
}

Name the most stable of them. <a>.